ORCA calculation (the ωB97M-V functional and the def2-TZVPD basis) on a cluster of 10 separate species, C70H158N10O10 in total in a non-equilibrium geometry.

Geometry as XYZ:
```
248
C70H158N10O10 | OMol25 | the ωB97M-V functional and the def2-TZVPD basis
C 27.642 22.573 12.546
C 28.803 22.515 13.548
C 29.254 21.022 13.625
C 29.971 23.403 13.024
C 30.987 23.629 14.161
C 30.345 24.458 15.251
C 29.213 23.667 15.886
C 29.705 22.644 16.898
C 28.375 24.724 16.704
N 28.363 23.048 14.875
O 27.193 22.499 15.364
H 26.863 21.834 12.735
H 27.200 23.569 12.525
H 28.018 22.398 11.538
H 29.710 20.765 12.669
H 29.963 20.899 14.443
H 28.434 20.305 13.681
H 30.445 22.971 12.143
H 29.656 24.343 12.570
H 31.404 22.679 14.498
H 31.809 24.262 13.827
H 29.832 25.339 14.865
H 31.031 24.717 16.058
H 28.888 22.145 17.419
H 30.313 23.108 17.675
H 30.338 21.907 16.403
H 28.981 25.402 17.306
H 27.564 24.372 17.342
H 27.968 25.345 15.906
H 27.479 21.595 15.511
C 21.835 12.428 10.425
C 21.083 13.809 10.607
C 19.747 13.726 11.387
C 22.113 14.745 11.326
C 21.995 16.245 11.121
C 21.979 16.489 9.647
C 21.102 15.616 8.738
C 19.709 16.294 8.632
C 21.724 15.696 7.360
N 21.005 14.250 9.167
O 20.057 13.522 8.460
H 22.152 11.966 11.360
H 21.234 11.748 9.820
H 22.719 12.642 9.825
H 19.348 14.739 11.355
H 18.910 13.181 10.951
H 19.848 13.423 12.429
H 21.944 14.551 12.386
H 23.164 14.503 11.171
H 21.074 16.575 11.601
H 22.782 16.737 11.694
H 22.958 16.829 9.309
H 21.555 17.486 9.532
H 19.201 16.117 9.580
H 19.305 15.865 7.715
H 19.723 17.378 8.514
H 22.769 15.395 7.426
H 21.728 16.741 7.050
H 21.144 15.101 6.654
H 20.639 13.042 7.867
C 30.632 16.461 17.918
C 29.309 16.653 17.136
C 29.577 16.564 15.626
C 28.436 15.506 17.556
C 27.036 15.710 17.100
C 26.533 17.040 17.685
C 27.431 18.319 17.352
C 26.973 18.770 15.936
C 26.960 19.287 18.475
N 28.837 17.955 17.587
O 29.634 18.981 17.251
H 30.412 16.635 18.972
H 30.936 15.414 17.913
H 31.500 17.071 17.671
H 30.173 17.419 15.306
H 30.202 15.690 15.441
H 28.716 16.484 14.964
H 28.754 14.622 17.003
H 28.482 15.256 18.616
H 27.125 15.617 16.018
H 26.553 14.810 17.482
H 26.273 16.912 18.736
H 25.533 17.039 17.252
H 26.005 19.268 15.989
H 26.931 17.985 15.180
H 27.690 19.445 15.468
H 27.385 20.288 18.402
H 27.290 18.927 19.450
H 25.875 19.328 18.568
H 30.150 19.173 18.037
C 19.980 20.613 11.445
C 20.669 20.924 12.779
C 20.219 22.230 13.457
C 20.289 19.691 13.658
C 21.296 19.479 14.847
C 22.719 19.516 14.327
C 23.069 20.776 13.588
C 23.310 22.006 14.501
C 24.410 20.394 12.882
N 22.133 20.965 12.507
O 22.505 21.937 11.598
H 18.986 20.266 11.726
H 19.889 21.490 10.804
H 20.521 19.866 10.864
H 20.492 22.421 14.495
H 20.447 23.122 12.874
H 19.132 22.197 13.523
H 19.304 19.803 14.110
H 20.125 18.783 13.078
H 21.121 20.237 15.611
H 21.029 18.583 15.407
H 22.854 18.621 13.721
H 23.438 19.250 15.102
H 24.346 22.315 14.358
H 23.118 21.869 15.565
H 22.708 22.890 14.291
H 24.154 19.586 12.196
H 25.228 20.095 13.537
H 24.847 21.124 12.201
H 22.877 21.410 10.887
C 24.526 29.183 9.776
C 25.032 27.826 10.423
C 25.374 26.924 9.233
C 26.331 28.112 11.238
C 26.785 26.933 12.136
C 25.611 26.526 13.039
C 24.269 26.117 12.294
C 24.359 24.678 11.767
C 23.150 26.173 13.393
N 23.962 27.208 11.255
O 22.789 27.049 10.613
H 24.199 29.997 10.423
H 25.258 29.662 9.125
H 23.707 29.076 9.065
H 26.125 26.218 9.587
H 24.512 26.346 8.902
H 25.740 27.512 8.391
H 27.128 28.367 10.541
H 26.070 28.985 11.836
H 27.122 26.050 11.594
H 27.593 27.279 12.781
H 25.491 27.265 13.831
H 25.893 25.662 13.641
H 24.518 23.881 12.494
H 25.182 24.645 11.052
H 23.459 24.479 11.185
H 22.178 25.777 13.099
H 23.002 27.205 13.711
H 23.501 25.709 14.315
H 22.880 26.254 10.082
C 13.089 21.509 11.093
C 12.724 21.184 12.579
C 11.222 21.672 12.785
C 12.760 19.632 12.715
C 14.158 19.017 12.765
C 14.978 19.744 13.832
C 15.110 21.268 13.771
C 15.608 21.834 15.133
C 16.206 21.674 12.752
N 13.685 21.713 13.515
O 13.524 23.130 13.552
H 12.384 21.194 10.324
H 13.026 22.587 10.941
H 14.023 21.122 10.686
H 11.198 22.762 12.752
H 10.603 21.158 12.050
H 10.994 21.308 13.787
H 12.181 19.285 13.570
H 12.307 19.178 11.833
H 13.987 17.990 13.086
H 14.638 19.011 11.787
H 15.960 19.300 13.671
H 14.662 19.364 14.804
H 15.621 22.923 15.157
H 16.613 21.460 15.329
H 15.017 21.535 15.999
H 16.400 22.718 12.998
H 15.870 21.800 11.723
H 17.124 21.093 12.662
H 13.154 23.291 14.423
C 24.589 15.701 14.228
O 24.888 14.477 13.645
C 24.088 13.481 14.223
C 24.665 12.046 14.045
C 23.688 10.972 14.327
N 25.609 11.678 15.077
H 25.402 16.305 13.824
H 24.585 15.657 15.317
H 23.638 16.107 13.885
H 23.849 13.586 15.281
H 23.124 13.372 13.726
H 25.109 11.942 13.055
H 22.923 10.961 13.550
H 23.270 11.101 15.325
H 24.176 9.999 14.283
H 26.465 12.126 14.784
H 25.364 12.151 15.935
C 20.510 15.802 14.779
O 21.374 14.951 15.580
C 20.860 14.420 16.751
C 20.842 15.516 17.832
C 22.159 16.120 18.264
N 20.143 15.001 19.048
H 19.944 16.459 15.440
H 19.733 15.302 14.200
H 21.144 16.560 14.320
H 19.890 13.961 16.562
H 21.477 13.585 17.084
H 20.132 16.285 17.526
H 22.833 15.523 18.878
H 22.009 16.962 18.939
H 22.737 16.385 17.378
H 20.603 15.363 19.871
H 20.034 13.998 19.076
C 19.051 24.119 16.973
O 19.742 23.512 18.017
C 20.472 22.402 17.510
C 21.533 22.063 18.594
C 22.440 20.903 18.117
N 20.868 21.649 19.882
H 19.769 24.204 16.157
H 18.624 25.106 17.152
H 18.306 23.425 16.584
H 19.890 21.492 17.365
H 21.007 22.604 16.582
H 22.235 22.839 18.899
H 22.789 20.738 17.098
H 22.080 19.917 18.413
H 23.347 20.909 18.722
H 20.488 20.756 19.603
H 20.020 22.191 19.963
C 24.260 20.689 8.417
O 23.170 21.458 8.852
C 23.166 22.766 8.384
C 21.861 23.538 8.649
C 20.525 23.063 7.956
N 22.025 24.957 8.513
H 24.154 20.439 7.361
H 24.419 19.760 8.963
H 25.134 21.338 8.358
H 23.953 23.346 8.866
H 23.374 22.786 7.315
H 21.763 23.478 9.733
H 20.597 23.331 6.902
H 19.684 23.614 8.376
H 20.398 21.998 8.150
H 22.140 25.050 7.514
H 21.139 25.425 8.640
```

ΔE to the lowest compared entry with this formula, charge and spin	611.7	kJ/mol
E	-110514.2220	eV
SMILES string	CC1(C)CCCC(C)(C)N1O.CC1(C)CCCC(C)(C)N1O.CC1(C)CCCC(C)(C)N1O.CC1(C)CCCC(C)(C)N1O.CC1(C)CCCC(C)(C)N1O.CC1(C)CCCC(C)(C)N1O.COC[C@H](C)N.COC[C@H](C)N.COC[C@H](C)N.COC[C@H](C)N
E_LUMO	0.3328	eV
charge	0

Löwdin atomic charge list, values in e, 4 entries: -0.03 -0.46 -0.02 -0.12